This record from the Open Molecules 2025 dataset describes a 10-piece molecular cluster, C33H77N12O11 overall at a distorted geometry. The level of theory is ωB97M-V/def2-TZVPD.

Atoms and positions in Å:
C -0.83 3.63 -0.65
C 0.66 3.47 -0.97
O 0.94 3.87 -2.29
C 1.18 2.05 -0.72
O 1.88 1.95 0.55
N 0.94 2.05 1.55
C 0.72 0.89 2.40
C -0.47 1.45 3.13
N 0.04 2.83 3.37
C 0.94 3.09 2.38
N 1.70 4.17 2.27
H -1.26 4.34 -1.35
H -0.98 4.04 0.33
H -1.37 2.70 -0.72
H 1.20 4.13 -0.30
H 0.80 3.13 -2.89
H 1.82 1.71 -1.51
H 0.33 1.39 -0.64
H 0.64 -0.08 1.94
H 1.52 0.84 3.14
H -1.23 1.54 2.36
H -0.77 0.90 4.00
H -0.68 3.54 3.36
H 1.32 5.08 2.05
H 2.70 4.11 2.37
C -2.17 -1.97 4.56
O -2.21 -0.92 3.92
N -2.16 -2.05 5.89
C -2.10 -3.33 6.58
C -2.20 -0.83 6.67
H -2.14 -2.95 4.06
H -2.98 -3.45 7.22
H -1.21 -3.38 7.20
H -2.08 -4.15 5.86
H -3.10 -0.27 6.44
H -1.34 -0.20 6.43
H -2.18 -1.07 7.73
C 2.92 -0.47 -2.45
O 1.95 -0.14 -3.12
N 3.13 -1.70 -1.96
C 4.28 -2.03 -1.14
C 2.16 -2.74 -2.26
H 3.71 0.25 -2.16
H 4.86 -2.82 -1.63
H 3.94 -2.38 -0.17
H 4.92 -1.16 -1.00
H 2.08 -2.88 -3.34
H 1.17 -2.45 -1.89
H 2.46 -3.67 -1.80
C 5.89 -2.42 1.96
O 4.68 -2.61 1.87
N 6.45 -1.31 2.45
C 7.90 -1.15 2.53
C 5.59 -0.24 2.92
H 6.62 -3.17 1.62
H 8.20 -1.00 3.56
H 8.20 -0.28 1.94
H 8.39 -2.03 2.14
H 4.95 -0.61 3.73
H 4.95 0.11 2.11
H 6.20 0.58 3.29
C -5.08 3.04 -0.04
O -4.72 4.12 0.41
N -4.84 1.86 0.56
C -5.24 0.59 -0.02
C -4.11 1.86 1.81
H -5.65 2.95 -0.98
H -5.91 0.07 0.67
H -4.35 -0.02 -0.18
H -5.75 0.74 -0.97
H -4.63 2.45 2.56
H -3.13 2.32 1.63
H -3.97 0.84 2.16
C 2.85 7.57 0.79
O 2.42 6.83 1.66
N 2.16 7.94 -0.30
C 2.73 8.83 -1.30
C 0.81 7.45 -0.48
H 3.86 8.00 0.83
H 2.12 9.74 -1.38
H 2.76 8.33 -2.26
H 3.74 9.11 -1.02
H 0.18 7.76 0.36
H 0.81 6.36 -0.53
H 0.39 7.85 -1.40
C -5.81 2.30 -3.55
O -6.60 1.67 -2.86
N -5.41 1.96 -4.78
C -4.51 2.79 -5.54
C -5.86 0.70 -5.35
H -5.35 3.24 -3.20
H -4.98 3.09 -6.48
H -3.59 2.24 -5.77
H -4.25 3.69 -4.98
H -6.95 0.68 -5.42
H -5.54 -0.11 -4.69
H -5.43 0.56 -6.33
C 0.35 -3.02 -3.37
O 0.66 -4.16 -3.09
N 0.51 -2.45 -4.57
C 0.12 -1.07 -4.84
C 1.10 -3.24 -5.64
H -0.11 -2.34 -2.63
H -0.63 -1.05 -5.63
H 0.99 -0.49 -5.14
H -0.30 -0.63 -3.94
H 0.50 -4.12 -5.84
H 2.10 -3.57 -5.36
H 1.17 -2.63 -6.55
C -4.57 -3.31 -4.79
O -4.51 -2.15 -4.44
N -4.13 -4.34 -4.05
C -4.18 -5.71 -4.52
C -3.59 -4.05 -2.73
H -4.98 -3.62 -5.76
H -4.79 -6.31 -3.84
H -3.17 -6.13 -4.55
H -4.61 -5.75 -5.51
H -4.35 -3.57 -2.12
H -2.74 -3.38 -2.81
H -3.26 -4.98 -2.25
C 2.74 -4.78 6.13
O 1.82 -5.25 6.78
N 3.12 -5.21 4.92
C 4.22 -4.60 4.19
C 2.40 -6.32 4.32
H 3.35 -3.94 6.50
H 3.86 -4.21 3.25
H 4.99 -5.35 4.00
H 4.65 -3.79 4.77
H 1.34 -6.07 4.20
H 2.47 -7.20 4.95
H 2.82 -6.55 3.34

Its HOMO energy is -10.6 eV. Its total energy is -2787.9463 Eh. The value obtained for the LUMO energy is -0.100 hartree. The total charge is +1.

These are the Löwdin partial charges, in e, on atoms 1 to 6: atom 1 (C): -0.023, atom 2 (C): -0.409, atom 3 (O): -0.019, atom 4 (C): -0.078, atom 5 (O): -0.028, atom 6 (N): -0.037